Formula: C18H46B2O8PtS3
Source: the Open Molecules 2025 dataset
Level of theory: ωB97M-V/def2-TZVPD

Geometry as XYZ:
```
78
Properties=species:S:1:pos:R:3:forces:R:3
Pt -0.4453 -0.5510 0.6414 -2.78 -0.96 2.53
B 0.8884 -2.3267 0.1379 1.31 -0.46 -0.86
H -0.2243 -2.5155 -0.0108 -2.38 -0.29 -0.96
H 1.4379 -1.6436 -0.6166 0.70 0.69 -1.24
H 0.9510 -1.8999 1.1895 1.05 0.48 2.38
H 1.3531 -3.3795 0.0510 0.56 -1.46 0.33
B -2.1562 -3.5328 2.7721 0.07 -0.19 -0.05
H -1.2960 -2.9342 2.2865 1.12 0.74 -0.57
H -3.0685 -3.5248 2.0517 -1.39 -0.18 -1.05
H -1.7849 -4.6283 2.9434 0.43 -1.80 0.40
H -2.4915 -3.0328 3.7671 -0.39 0.64 1.58
C -3.4905 -0.2382 -1.4964 0.20 -0.26 -0.71
C -3.5294 -1.2810 -0.3738 1.27 -0.39 0.24
C -3.2499 -2.7072 -0.9138 -0.65 0.43 -0.18
O -2.6630 -1.0138 0.6560 0.27 1.13 -0.09
H -2.4628 -0.0499 -1.8135 -0.04 0.12 0.24
H -3.9573 0.6925 -1.1696 -0.02 0.04 -0.06
H -4.0035 -0.6283 -2.3891 -0.32 0.20 0.02
H -4.5765 -1.2074 -0.0282 -0.07 -0.43 0.41
H -2.3217 -2.7017 -1.4916 0.00 -0.02 -0.02
H -4.0924 -3.0287 -1.5449 0.13 -0.16 -0.21
H -3.1324 -3.4070 -0.0877 0.02 0.18 0.16
C 1.3227 -0.5091 4.0934 -0.50 1.14 0.21
C -0.1826 -0.0779 4.1019 0.57 -1.52 0.17
C -0.3496 1.3357 4.6727 -0.38 0.34 -1.44
O -0.9126 -0.3553 2.9800 0.60 0.90 -0.80
H 1.7936 -0.0052 4.9481 0.11 -0.38 0.32
H 1.8461 -0.0775 3.2393 -0.12 -0.57 -0.44
H 1.3678 -1.5898 4.1977 0.34 -0.01 -0.43
H -0.5647 -0.7480 4.8926 -0.26 -0.09 0.30
H -1.4113 1.3958 4.9195 0.11 0.41 0.31
H -0.1789 2.0272 3.8360 -0.05 0.17 0.08
H 0.3235 1.6326 5.4793 -0.14 -0.29 0.32
C -1.6598 3.2070 -1.9795 -0.34 -1.68 -0.19
C -0.3273 3.9369 -1.8821 0.43 0.02 -1.31
C 0.2330 3.8631 -0.4748 -1.03 -0.04 0.63
S -1.0759 3.0771 0.5743 -0.88 0.03 -1.21
O -1.2644 3.9889 1.6808 0.01 -0.62 0.16
O -0.9047 1.6487 0.6892 -0.07 1.89 0.33
C -2.4296 3.3099 -0.6718 0.75 0.83 0.09
H -1.4003 2.1555 -2.1549 -0.10 -0.14 0.52
H -2.3018 3.3653 -2.8494 0.17 0.86 0.01
H -0.3971 4.9623 -2.2548 -0.10 0.14 0.38
H 0.3811 3.4614 -2.5660 -0.06 -0.05 -0.03
H 0.2730 4.8726 -0.0734 0.41 -0.15 0.31
H 1.1567 3.3031 -0.3519 0.01 0.03 -0.06
H -2.8116 4.3252 -0.5342 0.10 0.06 0.14
H -3.2681 2.6270 -0.5811 0.38 -0.39 0.32
C -0.9264 -0.9264 -5.1198 -0.52 0.49 1.29
C -1.3271 -2.0027 -4.0788 0.80 -0.07 -0.68
C -0.0411 -2.2607 -3.2540 -0.81 1.36 1.09
S 0.5187 -0.5890 -2.7539 -0.26 -1.32 -1.55
O 1.9645 -0.4961 -2.8378 -0.37 0.36 0.55
O -0.2988 -0.0962 -1.6620 0.72 0.65 -1.18
C -0.1028 0.1159 -4.3202 1.36 0.52 -0.86
H -1.7483 -0.3433 -5.5367 -0.33 -0.59 -0.21
H -0.3768 -1.4269 -5.9154 0.34 0.45 -0.06
H -1.5724 -2.9699 -4.5201 -0.29 0.16 -0.26
H -2.2027 -1.6350 -3.5491 0.31 -0.25 0.67
H 0.8188 -2.5943 -3.8309 -0.23 -0.47 -0.12
H -0.2385 -2.8113 -2.3346 0.35 -0.21 -0.03
H 0.7594 0.3647 -4.9459 0.40 -0.21 0.44
H -0.4654 1.1212 -4.0965 -1.00 -0.37 0.02
C 4.7848 0.3268 2.5177 -1.18 1.08 -0.21
C 5.2885 -0.1676 1.1520 0.49 -0.46 0.41
C 4.0524 -0.4910 0.3716 -2.00 0.82 -0.70
S 3.0724 1.0683 0.5460 1.76 -1.02 0.61
O 1.7026 0.6695 0.7103 0.37 1.34 -0.28
O 3.5272 2.0714 -0.4075 -0.60 -0.12 0.03
C 3.8101 1.5087 2.1698 -0.40 -0.77 0.40
H 5.4741 0.6842 3.2825 0.56 -0.05 -0.44
H 4.2107 -0.4544 3.0185 -0.10 -0.12 -0.23
H 5.9595 -1.0199 1.2698 0.02 0.00 -0.15
H 5.7857 0.6199 0.5794 0.37 0.04 0.30
H 3.3083 -1.2105 0.7302 0.46 -0.25 0.57
H 4.0680 -0.6897 -0.7012 0.60 0.20 -0.02
H 2.9564 1.5603 2.8439 0.04 -0.05 0.11
H 4.2971 2.4812 2.1810 0.10 -0.04 -0.51
```
Forces are in eV/Å.

Summary:
Max |F|: 3.88 eV/Å
Total charge: -2
LUMO (spin up / spin down): 3.7 / 3.7 eV
Spin multiplicity: 3

These are the Mulliken partial charges, in e, on atoms 1 to 6: Pt 5.275; B -1.630; H -0.264; H -0.475; H -0.276; H -0.172